[1]
The following is a quantum chemistry calculation of C24H37N3O3S in the gas phase, from the Open Molecules 2025 dataset.

Structure (XYZ):
```
68
Properties=species:S:1:pos:R:3:forces:R:3:mulliken_charge:R:1
C 0.163650 6.452009 -0.817433 0.0 0.0 -0.1 -1.4783
C 0.741169 5.070931 -0.864303 0.0 0.0 0.0 1.1309
C 0.231276 4.124737 -1.749127 0.0 0.0 0.1 -0.7384
C 0.764704 2.854959 -1.816133 0.2 -0.1 0.1 -0.2489
C 1.834503 2.504468 -0.992819 0.1 0.6 0.2 0.0860
C 2.353398 3.445923 -0.105995 0.0 -0.2 -0.1 -0.7511
C 1.806462 4.712293 -0.046175 -0.1 0.1 0.0 -0.8031
H 2.212196 5.435759 0.646578 0.0 0.1 0.1 0.3690
H 3.177924 3.173219 0.534999 0.1 0.0 0.1 0.5031
C 2.393616 1.173559 -1.069233 -0.4 -1.0 -0.6 0.3463
N 1.876463 0.150908 -1.685320 -0.3 0.9 0.0 -0.2491
C 2.753945 -0.879632 -1.488245 1.0 0.3 0.5 0.6966
C 3.808194 -0.416732 -0.741159 -0.4 -0.9 -0.7 0.6412
O 3.573035 0.888160 -0.477613 0.1 0.3 0.2 -0.3972
C 5.036126 -1.047323 -0.203868 -0.2 0.3 0.2 -1.6344
H 5.249498 -1.974311 -0.729662 0.0 0.0 0.0 0.2759
H 4.895305 -1.254288 0.858305 0.0 -0.1 0.0 0.3028
H 5.878380 -0.366799 -0.308899 0.1 0.0 -0.1 0.4295
C 2.510507 -2.216487 -2.052010 -0.3 -0.4 0.5 -1.2775
H 3.431919 -2.786957 -2.152164 0.1 -0.1 -0.1 0.4405
H 2.007193 -2.131836 -3.014092 0.0 -0.1 0.0 0.4528
S 1.380545 -3.337948 -1.060255 1.6 0.0 0.3 0.0366
O 0.038728 -2.743945 -1.059385 -1.2 0.3 -0.3 -0.4537
C 2.082157 -3.028579 0.620084 -0.1 -0.1 -0.5 -1.0186
C 1.921819 -1.640889 1.239387 -0.1 -0.2 -0.3 0.8412
O 2.793702 -1.194831 1.965465 0.2 0.0 0.3 -0.7383
N 0.762937 -1.039887 0.977113 -0.4 0.2 0.0 1.1732
C 0.348657 0.202111 1.578515 -0.1 0.1 0.4 -0.2202
H 0.314081 0.987777 0.816393 0.0 0.0 0.1 -0.2621
H 1.081107 0.476104 2.341100 -0.1 0.1 -0.1 0.5786
C -1.044922 0.013548 2.192503 0.4 0.2 -0.1 -1.6382
N -1.965360 -0.481787 1.193436 -0.1 0.1 0.1 1.1280
C -2.529717 0.552917 0.346794 0.2 0.1 -0.4 -1.9172
H -3.626937 0.526375 0.385299 0.0 0.0 0.0 0.5030
C -2.097508 0.452572 -1.125940 -0.4 0.2 0.0 3.1302
C -2.601819 -0.830731 -1.775526 0.2 0.1 0.2 -1.6327
H -2.133258 -1.695584 -1.319245 0.0 -0.2 0.0 0.1610
H -2.354793 -0.834700 -2.834765 0.0 -0.1 -0.1 0.4457
H -3.682607 -0.915963 -1.674542 -0.2 0.0 0.0 0.3359
C -2.626393 1.671826 -1.878902 0.2 -0.2 0.2 -1.8950
H -2.263329 2.592360 -1.426586 0.0 0.2 0.0 0.3334
H -3.715120 1.684971 -1.859664 -0.2 0.0 0.0 0.4463
H -2.304978 1.648182 -2.917318 0.0 0.0 -0.2 0.4285
H -1.004646 0.452449 -1.170070 0.1 0.0 0.1 -1.0814
H -2.219541 1.536033 0.722570 0.0 0.0 0.0 0.3175
C -2.872462 -1.524471 1.632336 0.1 -0.4 -0.2 -1.4870
H -3.156523 -1.394676 2.689159 -0.1 0.0 0.0 0.3629
C -2.318147 -2.949468 1.429547 -0.3 -0.1 0.2 2.1012
C -1.386820 -3.391377 2.556563 0.0 0.1 -0.3 -1.6192
H -0.495191 -2.772957 2.600523 0.1 0.1 0.1 0.2370
H -1.075659 -4.422807 2.398743 0.1 -0.1 0.0 0.4146
H -1.896837 -3.337043 3.517571 0.0 0.0 0.1 0.3687
C -3.481313 -3.934469 1.316601 0.2 0.2 0.0 -1.8865
H -4.087524 -3.912838 2.220915 -0.1 0.0 0.1 0.3837
H -4.116201 -3.686285 0.469362 -0.1 0.0 -0.1 0.4151
H -3.110980 -4.947586 1.177439 0.0 -0.1 0.0 0.4245
H -1.759243 -2.962109 0.490464 -0.1 0.1 0.0 -0.4861
H -3.784931 -1.444964 1.038278 0.0 0.0 0.0 0.4324
H -0.975457 -0.708835 3.005923 0.0 0.0 0.0 0.5661
H -1.371563 0.975521 2.623967 0.0 -0.1 0.0 0.4571
H 0.100568 -1.447048 0.319075 0.2 -0.1 0.0 -0.7237
H 1.561094 -3.739514 1.265463 0.0 -0.1 -0.1 0.4989
H 3.135926 -3.297566 0.586462 0.1 0.0 0.0 0.4450
H 0.374340 2.119308 -2.500297 -0.1 -0.1 -0.1 0.5223
H -0.592423 4.394289 -2.394673 -0.1 0.0 -0.1 0.4461
H 0.550720 7.044857 -1.646857 0.0 0.1 0.0 0.2924
H 0.426523 6.954327 0.110199 0.0 0.1 0.0 0.3687
H -0.920168 6.420766 -0.908855 -0.1 0.1 0.0 0.3674
```
Positions in Å, forces in eV/Å.

The calculation puts the frontier orbital gap at 8.574 eV. For the molar mass, the calculation gives 447.64 g/mol. Its multiplicity is 1. Its charge is 0. The HOMO energy is -8.0 eV. The energy relative to the best compared isomer or geometry (same formula, charge and spin) is 0.0 kJ/mol.

[2]
The following is a quantum chemistry calculation of C24H37N5OSi2TeTi as an isolated structure, from the Open Molecules 2025 dataset.

Structure (XYZ):
```
71
Properties=species:S:1:pos:R:3:forces:R:3:mulliken_charge:R:1
Ti -0.019792 0.046931 0.053821 -4.5 -1.4 -1.2 0.6851
C 2.551967 -0.124372 1.502140 -0.3 -0.1 0.0 -0.4219
N 2.113653 0.239789 0.124379 2.2 1.1 0.8 -0.2666
C 2.476750 1.622729 -0.294979 -0.2 -0.1 -0.2 -0.7831
C 1.249246 2.485942 -0.382273 -0.1 0.3 0.0 0.0822
N 0.013947 2.022702 -0.325178 1.4 1.4 -0.1 0.1713
C -0.825944 3.125011 -0.474762 0.3 0.0 0.0 0.2521
C -2.209007 3.193303 -0.488172 -0.1 -0.4 0.1 -0.3928
C -2.764809 4.434093 -0.666658 0.0 0.3 0.0 -0.6345
C -1.967497 5.581613 -0.828484 -0.3 -0.1 0.0 -0.3955
C -0.594135 5.522738 -0.814262 0.2 0.2 0.0 -1.0950
C -0.040872 4.267657 -0.632378 0.3 -0.4 0.0 0.3858
N 1.284344 3.818752 -0.563214 -0.3 0.2 0.0 -0.0445
C 1.381652 -0.198319 2.440639 -0.1 0.1 0.4 -0.0392
N 0.127755 -0.214578 2.043587 1.3 0.3 1.3 0.6084
C -0.647909 -0.330521 3.191225 0.3 -0.1 0.0 -0.0229
C -2.024869 -0.399547 3.328238 -0.2 0.0 -0.4 -0.5206
C -2.514274 -0.532464 4.602362 0.0 0.0 0.3 -0.6749
C -1.657634 -0.596708 5.716658 -0.3 0.0 0.0 -0.4366
C -0.290138 -0.529244 5.590011 0.2 0.0 0.2 -1.1177
C 0.197276 -0.394840 4.301446 0.3 0.0 -0.4 0.8216
N 1.493623 -0.299504 3.785261 -0.3 -0.1 0.1 -0.0619
H 3.306677 0.561287 1.888356 0.0 0.1 -0.1 0.4141
H 3.017984 -1.105026 1.464277 0.1 -0.2 -0.1 -0.1802
H 2.550483 -0.398037 -0.508290 0.3 -0.5 -0.4 0.2407
H 2.934463 1.578724 -1.284931 0.0 0.0 0.0 0.4782
H 3.215854 2.078864 0.363899 0.0 -0.1 0.1 0.3752
H -2.799905 2.296184 -0.362636 0.0 0.0 0.0 0.5201
H -3.838240 4.528630 -0.684512 -0.1 0.1 0.0 0.4241
H -2.445102 6.538134 -0.968901 -0.1 0.1 0.0 0.3961
H 0.011871 6.407940 -0.939718 0.0 0.0 0.0 0.4106
H 2.110544 4.385662 -0.645068 0.0 0.0 0.0 0.2139
H -2.662161 -0.348195 2.455519 0.0 0.0 0.0 0.4208
H -3.580469 -0.589295 4.750199 -0.1 0.0 0.1 0.4393
H -2.083634 -0.703147 6.701606 -0.1 0.0 0.1 0.4069
H 0.360917 -0.580975 6.450408 0.0 0.0 0.0 0.4297
H 2.348921 -0.316380 4.312279 0.0 0.0 0.0 0.2069
O -1.675434 -0.036685 0.049494 0.0 -0.2 -0.4 -0.7177
C 2.602471 -5.468356 -1.343995 0.0 0.2 0.5 -1.0866
Si 2.798500 -4.907300 0.431034 -0.2 -0.1 -0.1 0.2418
C 3.408280 -6.316445 1.504765 -0.2 0.4 -0.3 -1.0645
C 4.065143 -3.528476 0.493890 -0.4 -0.1 0.1 -0.9806
C 1.108606 -4.353745 1.100708 0.7 0.4 -0.3 -0.7692
Te 0.076801 -2.753650 0.067853 0.1 -1.4 0.1 0.2450
C -0.966173 -4.126265 -1.188654 -0.3 0.2 0.0 -0.7226
Si -2.691951 -4.490360 -0.506209 -0.4 0.0 0.1 0.1790
C -3.682873 -2.905966 -0.442151 0.4 -0.4 0.0 -0.6362
C -3.523334 -5.722652 -1.648591 0.4 0.3 0.2 -1.0381
C -2.545149 -5.229995 1.212101 0.2 0.2 -0.5 -1.0338
H 3.553444 -5.811349 -1.730790 0.3 -0.1 -0.2 0.3814
H 2.249324 -4.657295 -1.970662 -0.1 0.2 -0.2 0.3278
H 1.895255 -6.286353 -1.407416 -0.2 -0.2 -0.1 0.3290
H 4.365937 -6.673183 1.147978 0.3 -0.1 -0.1 0.3164
H 2.706266 -7.140218 1.481843 -0.2 -0.3 0.0 0.3271
H 3.524047 -5.995242 2.533085 0.0 0.0 0.3 0.3297
H 5.014827 -3.887146 0.120894 0.3 -0.1 -0.1 0.4547
H 4.208525 -3.193189 1.515184 0.1 0.2 0.3 0.2802
H 3.749421 -2.696233 -0.126551 0.0 0.3 -0.2 0.1536
H 1.164271 -4.061824 2.144102 0.0 0.0 0.2 0.6421
H 0.442727 -5.205435 1.039219 -0.4 -0.1 0.0 0.1614
H -0.365971 -5.023569 -1.259851 0.3 -0.1 0.0 0.1387
H -1.029494 -3.704735 -2.184068 0.0 0.2 -0.2 0.6031
H -3.774988 -2.473363 -1.431029 -0.1 0.2 -0.2 0.2935
H -3.209248 -2.172015 0.201183 0.1 0.2 0.1 -0.0421
H -4.676596 -3.112698 -0.064152 -0.3 0.0 0.1 0.4093
H -3.611783 -5.316946 -2.648783 -0.1 0.1 -0.3 0.3245
H -4.515270 -5.951226 -1.282270 -0.3 -0.1 0.1 0.3131
H -2.957059 -6.645150 -1.702397 0.1 -0.3 0.0 0.3160
H -2.060001 -4.536824 1.890877 0.1 0.1 0.2 0.3277
H -1.973721 -6.152035 1.189479 0.1 -0.2 0.1 0.3207
H -3.531133 -5.451710 1.597884 -0.3 -0.1 0.1 0.3805
```
Positions in Å, forces in eV/Å.

The calculation puts the frontier orbital gap (alpha / beta) at 6.339 / 7.575 eV. For the molar mass, the calculation gives 643.23 g/mol. Its multiplicity is 2. Its charge is +1. The HOMO energy (alpha / beta) is -8.8 / -10.1 eV.

[3]
The following is a quantum chemistry calculation of C24H38As3N4O4RbS as an isolated structure, from the Open Molecules 2025 dataset.

Structure (XYZ):
```
75
Properties=species:S:1:pos:R:3:forces:R:3:mulliken_charge:R:1
Rb -0.760912 0.154100 -0.178832 0.0 0.0 -0.2 0.7398
C -0.006071 3.601535 -0.916046 0.0 0.0 0.0 -1.1274
As 0.301230 2.557727 -2.544052 0.0 0.0 0.0 0.5220
C -0.546819 3.797125 -3.804724 0.0 0.0 0.0 -1.2285
C 2.182820 3.120098 -2.813914 0.0 0.0 0.0 -2.1628
C 3.130670 2.166501 -3.565048 0.0 0.0 0.0 2.8263
C 4.313053 3.002648 -4.074738 0.0 0.0 0.0 -2.1778
C 3.710850 1.100586 -2.622489 0.0 0.0 0.0 -2.1491
As 2.513677 -0.078683 -1.585785 0.0 0.0 0.0 0.4366
C 3.968403 -1.052229 -0.709224 0.0 0.0 0.0 -0.9477
C 2.121113 -1.449777 -2.937494 0.0 0.0 0.0 -1.0297
C 2.404062 1.538323 -4.761452 0.0 0.0 0.0 -1.6685
As 3.500857 0.398965 -5.952594 0.0 0.0 0.0 0.1971
C 3.880537 1.732110 -7.342442 0.0 0.0 0.0 -1.1641
C 1.971937 -0.426262 -6.863494 0.0 0.0 0.0 -1.1311
H 0.314494 4.634474 -1.055785 0.0 0.0 0.0 0.4394
H 0.559051 3.165974 -0.089945 0.0 0.0 0.0 0.3573
H -1.060256 3.570952 -0.642013 0.0 0.0 0.0 0.3297
H -0.189428 4.814725 -3.644702 0.0 0.0 0.0 0.3607
H -1.627543 3.773138 -3.666482 0.0 0.0 0.0 0.3660
H -0.323142 3.491600 -4.826418 0.0 0.0 0.0 0.3225
H 2.588620 3.337049 -1.821821 0.0 0.0 0.0 0.4733
H 2.129801 4.073244 -3.347711 0.0 0.0 0.0 0.6453
H 4.787421 3.539189 -3.250276 0.0 0.0 0.0 0.4386
H 3.980084 3.738058 -4.811293 0.0 0.0 0.0 0.4625
H 5.073522 2.369477 -4.539532 0.0 0.0 0.0 0.4624
H 4.307740 1.609111 -1.857958 0.0 0.0 0.0 0.6045
H 4.394507 0.448096 -3.172917 0.0 0.0 0.0 0.5907
H 4.737777 -1.320435 -1.434423 0.0 0.0 0.0 0.4447
H 3.569949 -1.959219 -0.255966 0.0 0.0 0.0 0.0568
H 4.406447 -0.436571 0.075520 0.0 0.0 0.0 0.3910
H 2.985335 -1.612738 -3.583530 0.0 0.0 0.0 0.3334
H 1.262371 -1.165640 -3.545550 0.0 0.0 0.0 0.2234
H 1.886963 -2.378346 -2.414995 0.0 0.0 0.0 0.4908
H 1.960516 2.327026 -5.378938 0.0 0.0 0.0 0.8981
H 1.582489 0.906157 -4.415469 0.0 0.0 0.0 0.1104
H 4.629685 2.439001 -6.989285 0.0 0.0 0.0 0.3368
H 2.974715 2.273485 -7.618094 0.0 0.0 0.0 0.3231
H 4.275122 1.224088 -8.222012 0.0 0.0 0.0 0.4172
H 1.510128 -1.162742 -6.206538 0.0 0.0 0.0 0.2649
H 2.317049 -0.935327 -7.762637 0.0 0.0 0.0 0.4058
H 1.231480 0.325750 -7.139571 0.0 0.0 0.0 0.3665
C -4.529631 2.714505 -1.458567 0.0 0.0 0.0 -1.2098
C -4.208979 2.257170 -0.078213 0.0 0.0 0.0 0.1803
N -2.999181 2.056705 0.400203 0.0 -0.1 0.0 -0.0854
C -3.164983 1.675241 1.716964 0.0 0.0 0.0 0.5825
C -4.504727 1.635821 2.014343 0.0 0.0 0.0 -0.2742
N -5.142773 2.017752 0.866368 0.0 0.0 0.0 0.0121
C -5.357243 1.294183 3.187144 0.0 0.1 0.1 0.5103
O -4.747986 0.906859 4.274314 -0.1 0.0 0.0 -0.5709
O -6.561779 1.394191 3.074859 0.0 0.0 0.0 -0.6566
C -2.008567 1.350346 2.620907 0.1 0.0 0.2 0.6971
O -2.283871 0.930972 3.767948 0.0 0.0 0.0 -0.8883
O -0.851633 1.497370 2.156154 0.0 -0.1 -0.1 -0.8219
H -3.636751 2.634549 -2.075063 0.0 0.0 0.0 0.1362
H -4.854214 3.756352 -1.460661 0.0 0.0 0.0 0.2968
H -5.321692 2.113722 -1.906579 0.0 0.0 0.0 0.3985
H -6.147864 2.088109 0.810535 0.0 0.0 0.0 0.2254
H -3.730807 0.895065 4.124441 0.1 0.0 0.0 0.4892
N 1.296448 -0.191169 2.787393 0.0 0.0 0.1 -0.2097
C 1.502592 -1.396325 2.231672 0.0 0.1 0.0 0.4960
N 0.813979 -1.897505 1.244301 0.1 0.1 0.1 -0.1668
C 1.329079 -3.130257 0.870755 -0.1 0.0 0.0 -0.4593
C 0.833664 -3.927394 -0.157986 0.0 0.0 0.0 -0.4814
C 1.457957 -5.129366 -0.445324 0.0 0.0 0.0 -0.5848
C 2.569397 -5.552749 0.282923 0.0 0.0 0.0 -0.5439
C 3.069174 -4.776501 1.316266 0.0 0.0 0.0 -0.4581
C 2.441839 -3.572951 1.598978 0.0 0.0 0.0 0.8383
S 2.848029 -2.381160 2.802325 0.0 0.0 0.0 -0.3191
H 0.437487 0.354708 2.618090 0.0 0.0 0.0 0.1250
H 1.772235 0.017533 3.647833 0.0 0.0 0.0 0.2436
H -0.035693 -3.604160 -0.717102 0.0 0.0 0.0 0.4741
H 1.075636 -5.751053 -1.244436 0.0 0.0 0.0 0.3962
H 3.044042 -6.494690 0.043648 0.0 0.0 0.0 0.3816
H 3.930332 -5.101589 1.885178 0.0 0.0 0.0 0.3959
```
Positions in Å, forces in eV/Å.

The calculation puts the frontier orbital gap at 8.139 eV. For the molar mass, the calculation gives 788.89 g/mol. Its multiplicity is 1. Its charge is 0. The HOMO energy is -8.3 eV. The energy relative to the best compared isomer or geometry (same formula, charge and spin) is 0.0 kJ/mol.